One molecule with the formula C13H17N3O5 in a non-equilibrium geometry, computed with wB97M-V/def2-TZVPD.

```
! RIJCOSX wB97M-V def2-TZVPD def2/J DEFGRID3
* xyz 0 1
H 4.59807 -2.36064 -1.66489
H -6.12414 -2.44738 1.10844
C 5.23255 0.51547 0.14642
C -2.61466 -0.11916 -0.69642
H 1.29205 3.07155 0.10042
C 4.52705 -1.54060 -0.87394
O -2.19915 2.16976 -0.94850
N 1.29810 2.25412 0.96226
H 2.52544 -2.26104 -0.61322
H -4.47025 -2.58608 1.75143
C -3.08089 1.30309 -0.93270
H 7.33413 0.09434 -0.65783
H -0.73648 -0.12410 -1.41726
O -4.39931 1.43290 -1.08747
H 0.46624 2.64559 1.69691
C 5.55701 -0.60214 -0.53542
H 3.65564 1.30635 1.50984
H -2.76510 -1.98558 0.71791
H 1.41848 -0.34019 2.10344
C -0.60444 0.60620 0.54641
C -3.22095 -1.00586 0.41864
C 2.95643 -0.45796 0.60465
H -2.89446 -0.55983 -1.64757
N -1.23467 -0.02875 -0.61032
O -1.21580 0.74956 1.59039
C 3.33564 -1.48428 -0.36871
C 3.97734 0.46183 0.83464
C 0.91306 0.92718 0.42115
H 1.16254 1.00125 -0.73529
C -4.70020 -1.37072 0.06222
H -3.32203 -0.42160 1.50128
O 6.78014 -0.73616 -0.94661
C 1.56110 -0.18814 0.97038
O -5.48053 -0.80433 -0.69526
H -4.86496 0.52545 -1.04493
H 6.02777 1.26293 0.48711
H 1.05142 -1.16630 0.74849
N -5.10221 -2.28508 0.95827
*
```

Properties
SMILES ... NC(=O)C[C@H](NC(=O)[C@@H](N)Cc1ccc(O)cc1)C(=O)O
LUMO ... 0.302 eV
Frontier orbital gap ... 8.45 eV
Largest force on an atom ... 7.248 eV Å⁻¹
Energy relative to the best compared isomer or geometry (same formula, charge and spin) ... 113.1 kcal per mole
E_HOMO ... -8.14 eV


One molecule with the formula C13H17P in a non-equilibrium geometry, computed with wB97M-V/def2-TZVPD.

```
! RIJCOSX wB97M-V def2-TZVPD def2/J DEFGRID3
* xyz 0 1
H -0.39725 -1.00668 1.13824
C 4.32890 0.00851 0.04612
C -2.41215 1.55284 1.08821
H -2.59206 -0.82544 -2.44929
C 3.12185 0.65411 -0.08288
H 2.69088 2.60971 -1.11806
H 3.36069 -3.29053 -0.13430
H 3.92975 2.60628 -0.04084
H 1.02390 -2.08746 0.23662
C 1.88695 -0.07980 0.12172
C 3.03386 2.15726 -0.22687
P -3.18387 -1.26895 -0.06345
H -3.35353 1.70847 0.69370
H 5.44356 -1.78306 0.05536
C -0.51365 0.00025 0.61036
C -4.70340 -0.63572 0.74665
H 5.34266 0.44575 -0.07118
H 0.68761 1.52719 -0.51959
H -5.40385 -1.37753 0.41434
H -4.68452 -0.96188 1.72452
C 2.03622 -1.45734 0.15170
C -3.42411 -0.67365 -1.82697
C 3.25233 -2.16409 0.01232
H -4.49321 -0.99585 -2.23353
H -1.94328 2.39133 1.61253
H -3.40551 0.39288 -1.67550
C 4.38318 -1.35778 0.07583
C -1.86097 0.45055 0.65619
H -5.13682 0.35202 0.53701
H 2.38966 2.57400 0.49091
C 0.59620 0.53462 0.03014
*
```

Properties
SMILES ... C=C(/C=C/c1ccccc1C)P(C)C
LUMO ... 0.397 eV
Frontier orbital gap ... 8.12 eV
Largest force on an atom ... 3.870 eV Å⁻¹
Energy relative to the best compared isomer or geometry (same formula, charge and spin) ... 62.2 kcal per mole
E_HOMO ... -7.72 eV


C13H18AlCaCl4F7INO5P as an isolated structure in a non-equilibrium geometry, computed with wB97M-V/def2-TZVPD.

```
! RIJCOSX wB97M-V def2-TZVPD def2/J DEFGRID3
* xyz 1 1
H -6.49964 -6.11678 -3.63871
H 5.35188 1.94774 -0.53342
H -2.00332 -1.47982 1.63502
C 0.43548 2.42090 -0.64105
H -1.65697 1.93569 -1.48041
H 1.70515 -1.80812 -3.06250
H 3.68199 3.83097 1.86836
C 1.84944 2.71930 1.23074
F 1.29575 2.83551 6.98371
H -1.31194 1.57031 0.31137
H 0.90933 2.41398 -1.68062
C 0.57522 -0.21126 -2.03736
H 1.04766 0.58841 -2.64278
P 0.78240 3.18640 5.48752
C -1.03244 -1.03402 -0.29952
H -1.06435 -3.26209 0.07650
Cl -5.63485 -6.61891 -1.51807
C 3.38450 3.09219 1.06955
O 4.23242 1.99133 1.28098
H 3.68109 1.26717 -0.64542
C -0.89058 1.54024 -0.73442
C -0.61016 -2.43297 -0.51901
N -1.04311 -6.07838 -2.14343
F -0.72694 3.07455 6.07967
O 0.17100 -6.05962 -1.90089
C -0.44323 0.07731 -1.02338
C 4.56594 1.37988 0.03875
O -1.80947 -5.29521 -1.54434
H 3.60685 3.61593 0.02816
O 1.37102 1.83292 0.24671
H 0.74913 -3.77176 -1.71754
C -5.60618 -5.82748 -3.09381
F 0.76103 4.73725 5.95890
Cl 3.60467 4.70345 -1.33554
H 1.25737 3.65643 1.36829
C 0.95618 -1.58951 -2.27135
F 2.15251 2.34372 5.21985
I 5.32792 -0.62920 0.40953
Cl -4.19598 -6.31543 -4.00902
F -2.74217 2.06054 -2.86716
C 0.40429 -2.72748 -1.52050
H -3.11609 -1.17157 0.19619
H 0.16972 3.50667 -0.42165
H 1.78653 2.16429 2.22095
H -2.32500 0.24480 1.02524
C -2.15770 -0.82207 0.74909
Al -0.21393 4.48091 -2.20483
F 0.05154 2.10396 4.49384
Cl -5.61474 -4.05392 -2.89901
Ca -4.83722 -1.15908 -0.73209
F 1.16363 4.00861 4.11383
O -1.49562 -6.86667 -2.97489
*
```

Properties
LUMO ... -9.035 eV
Frontier orbital gap ... 1.37 eV
Largest force on an atom ... 4.345 eV Å⁻¹
E_HOMO ... -10.41 eV


C13H18AuN2S5 as an isolated structure in a non-equilibrium geometry, computed with wB97M-V/def2-TZVPD.

```
! RIJCOSX wB97M-V def2-TZVPD def2/J DEFGRID3
* xyz 0 2
H 2.23632 -0.74849 -1.42040
C 3.13814 3.05460 0.82840
Au 2.14307 2.01216 -0.38059
C 1.47233 -0.31102 -2.05022
C -0.52706 -1.09230 -5.10569
H -1.61230 -0.83202 -6.78496
C -0.88926 -0.70763 0.41488
H -1.44539 0.59505 -5.84970
C 0.91227 -0.69176 4.32392
S 1.69974 -0.90190 1.56673
C -0.05906 -0.43494 -3.91066
H -0.48977 -0.43617 -0.56121
S -0.08506 -2.64377 -5.53137
H -1.02355 1.27576 4.12682
H 1.40713 -1.65707 4.43537
C 0.08143 -1.62779 1.13952
H 1.31205 -1.99864 -3.32118
C 0.95072 -1.00648 -3.09629
C 1.42897 0.04716 3.10316
H -1.40147 1.29290 -3.95758
H 2.43505 0.40892 3.33181
C -2.35378 0.49464 2.58615
N -1.40099 -0.40882 -5.89807
H -0.35010 2.43328 -2.09864
H -0.35148 -2.03422 2.04383
H -2.51300 0.52977 4.72004
C -1.71807 0.44970 3.97722
C 0.02299 1.47109 -2.42467
N 1.06591 0.95624 -1.71154
C -0.54830 0.82854 -3.48241
S -0.86653 -1.11035 4.38776
H 0.33834 -2.45771 0.47704
H -3.09941 1.29118 2.57153
H -2.85171 -0.44754 2.35777
H 1.12195 -0.09597 5.21404
H 0.81454 0.90988 2.86589
S -1.24453 0.89829 1.19091
H -1.84267 -1.21866 0.26338
S 4.09254 3.91410 1.65902
*
```

Properties
LUMO (alpha / beta) ... -1.607 / -1.292 eV
Frontier orbital gap (alpha / beta) ... 3.73 / 6.27 eV
Largest force on an atom ... 1.142 eV Å⁻¹
Energy relative to the best compared isomer or geometry (same formula, charge and spin) ... 1.0 kcal per mole
E_HOMO (alpha / beta) ... -5.34 / -7.56 eV


C13H18B7Ca2F28O12 as an isolated structure in a non-equilibrium geometry, computed with wB97M-V/def2-TZVPD.

```
! RIJCOSX wB97M-V def2-TZVPD def2/J DEFGRID3
* xyz -3 1
C 1.67997 -5.52108 2.44382
F 3.52397 -4.37193 -0.26008
F 0.47790 0.32756 1.50986
Ca 2.87301 -0.45087 1.93627
H -4.91183 3.78288 -0.26875
O -3.54624 2.65806 2.28239
C 1.13124 -3.36907 2.56669
C -5.08252 3.09113 0.55373
F -0.92602 -3.68207 -2.84077
O 1.19018 -2.19060 2.71733
O -4.67566 3.63578 3.93772
F 1.01238 -3.64807 -4.00300
H -2.48793 0.70689 1.02233
F -0.63819 2.30255 -1.61592
B 4.30734 -3.20220 -0.06500
F 0.63337 3.54092 -0.18064
F 2.47802 -0.59741 -2.37171
C -4.27486 -2.06285 -3.14459
C -0.53711 2.97323 4.40597
B -0.32566 3.61892 -1.18387
F 3.51108 2.90318 -4.60166
F 1.71118 0.68123 -0.27141
H -0.53975 -5.72315 2.53255
F 3.62845 -2.36984 0.87091
F 0.20587 -1.69480 -3.07655
B 3.53438 3.02867 -3.18973
H 1.69425 -6.35187 3.15323
H -1.38407 3.03821 3.72059
H -5.68814 2.24100 0.23895
F 3.29232 4.39431 -2.92011
H 0.28175 -5.87074 0.95566
F 0.20792 4.34949 -2.26196
H -0.24067 2.23439 6.52346
F 2.48334 2.22359 -2.64064
F -0.39322 -0.12182 -0.59446
O 1.61658 0.49590 3.65455
F 1.39766 -1.30670 0.27807
C 0.28930 -5.36400 1.92196
C 0.76650 1.20107 4.12510
H -0.40088 4.00320 4.74442
F 3.29789 -1.94973 -3.96826
C -2.48854 -0.70296 -3.21991
B 0.71465 -0.11204 0.21158
F 1.07235 -3.37303 -1.73011
H -1.77526 1.77278 5.79721
B 3.79261 3.01626 1.33956
Ca 0.56458 0.58946 -2.51179
O -1.66704 0.12952 -2.99605
H -3.03876 1.14128 -0.60216
F 4.77020 2.64209 -2.68971
H -4.09501 0.38323 0.59081
B 0.37352 -3.10119 -2.90400
O -0.07697 0.86171 5.05532
C -3.65256 2.55742 0.80955
C -3.31237 1.13603 0.45514
H -4.56168 -2.96922 -2.61794
F 3.62667 2.87439 -0.03129
H -4.10161 -2.26196 -5.30616
C -4.56295 3.33180 2.77254
F -1.51546 4.16717 -0.72331
F 5.53332 -3.60128 0.45175
F 2.99350 4.12531 1.69777
O 0.63337 2.49626 3.77976
H 2.44964 -5.63150 1.67961
O 0.20293 -3.95058 1.78838
O 1.96384 -4.28998 3.10571
H -2.94760 3.32156 0.48370
C -0.75187 2.06638 5.57555
C -3.47873 -2.34304 -4.41609
F 3.30600 1.79829 1.91822
F 1.80395 -0.34294 -4.47393
H -2.87957 -3.25417 -4.41516
F 3.99278 0.24102 -3.78947
B 2.90559 -0.63191 -3.70579
F 4.45300 -2.59740 -1.30374
F 5.13674 3.25006 1.65305
O -5.43732 3.63699 1.81436
O -2.56017 -1.26376 -4.41962
O -3.40187 -1.23042 -2.37480
H -5.15698 -1.46499 -3.38500
*
```

Properties
LUMO ... 4.995 eV
Frontier orbital gap ... 7.47 eV
Largest force on an atom ... 3.546 eV Å⁻¹
E_HOMO ... -2.47 eV


One molecule with the formula C13H18Cl2N2OS, computed with wB97M-V/def2-TZVPD.

```
! RIJCOSX wB97M-V def2-TZVPD def2/J DEFGRID3
* xyz 0 1
S -0.65158 1.74583 2.16125
N -0.48237 0.38664 -0.08833
C 2.73499 -0.92747 1.44079
C -0.17975 1.50914 0.59317
H 0.79716 3.22698 0.62125
H -1.21843 -0.72955 1.48135
H -0.27885 0.34317 -1.07527
H 0.71462 1.80406 -1.97183
H -3.04847 0.05025 -0.84735
H -1.86777 -2.66731 0.05497
H -0.14333 -2.29235 -0.10433
Cl 3.04680 1.67074 1.96756
C 2.80500 0.34346 0.89201
C 2.47131 -1.84756 -0.76875
O -3.71896 -1.15485 0.69141
H -1.28003 -1.82131 -1.37919
H -5.63407 -1.58915 1.10327
H 1.28278 3.45040 -1.67464
C -2.85331 -0.15313 0.22059
C -1.14995 -1.93702 -0.30424
C -1.39922 -0.61745 0.40764
C -5.06159 -0.74692 0.72043
N 0.51275 2.50161 -0.02291
H 3.23619 2.61014 -0.43534
C 1.24749 2.43914 -1.25960
H 2.45795 -0.43413 -2.36127
C 2.69602 0.54798 -0.48273
C 2.56447 -2.01711 0.60434
H -5.42092 -0.48645 -0.28377
H 2.35074 -2.70310 -1.41389
Cl 2.46819 -3.60116 1.28171
H -5.19937 0.11968 1.37836
C 2.53255 -0.57042 -1.29208
H -3.00393 0.78162 0.78050
H 3.17258 1.90568 -2.06092
H 2.80848 -1.06225 2.50789
C 2.69181 1.92218 -1.08207
*
```

Properties
SMILES ... COC[C@@H](C)NC(=S)NCCc1ccc(Cl)cc1Cl
LUMO ... 0.515 eV
Frontier orbital gap ... 8.49 eV
Largest force on an atom ... 0.844 eV Å⁻¹
E_HOMO ... -7.98 eV